The following is a quantum chemistry calculation of one molecule with the formula C3H4N2O, from the OMol25 dataset.

Properties
SMILES	Oc1ccn[nH]1
relative energy (zero: lowest compared OMol25 entry of this formula, charge and spin)	363.79	kJ/mol
HOMO energy	-8.9	eV
maximum force	6.25	eV/A
gap between HOMO and LUMO	9.3877	eV
M	84.1	Da
lowest unoccupied orbital energy	0.46	eV

```
! wB97M-V def2-TZVPD RIJCOSX def2/J DEFGRID3
* xyz 0 1
O -0.162 1.899 -0.852
C -0.286 0.603 -0.299
C -1.208 -0.217 0.568
C -0.178 -1.388 0.825
N 1.040 -1.270 0.306
N 0.893 -0.073 -0.353
H -1.236 2.003 -0.888
H -2.091 0.211 1.265
H -0.341 -2.471 1.261
H 1.470 0.488 -1.060
*
```



The following is a quantum chemistry calculation of one molecule with the formula C3H4N2O, from the OMol25 dataset.

Properties
relative energy (zero: lowest compared OMol25 entry of this formula, charge and spin)	448.09	kJ/mol
HOMO energy	-7.8	eV
maximum force	0.72	eV/A
gap between HOMO and LUMO	7.7948	eV
M	84.1	Da
lowest unoccupied orbital energy	-0.02	eV

```
! wB97M-V def2-TZVPD RIJCOSX def2/J DEFGRID3
* xyz 0 1
N -0.892 -1.095 0.771
C -0.090 -0.109 0.078
C 0.729 -0.619 -0.858
N 1.364 0.574 -1.344
C 0.872 1.556 -0.680
O -0.076 1.242 0.267
H -0.698 -1.250 1.766
H -1.905 -1.075 0.618
H -0.411 -1.832 0.154
H 1.106 2.608 -0.772
*
```



The following is a quantum chemistry calculation of one molecule with the formula C3H4N2O, from the OMol25 dataset.

Properties
SMILES	O[C@H]1C=CN=N1
relative energy (zero: lowest compared OMol25 entry of this formula, charge and spin)	253.63	kJ/mol
HOMO energy	-9.8	eV
maximum force	0.38	eV/A
gap between HOMO and LUMO	9.7205	eV
M	84.1	Da
lowest unoccupied orbital energy	-0.03	eV

```
! wB97M-V def2-TZVPD RIJCOSX def2/J DEFGRID3
* xyz 0 1
O -1.864 0.356 0.573
C -0.736 -0.050 -0.126
C 0.446 0.857 -0.125
C 1.496 0.034 -0.083
N 1.067 -1.324 0.103
N -0.181 -1.373 0.190
H -2.236 -0.416 1.018
H -0.968 -0.255 -1.191
H 0.419 1.936 -0.198
H 2.556 0.236 -0.161
*
```



The following is a quantum chemistry calculation of a 2-piece molecular cluster, C3H4N2O overall, from the OMol25 dataset.

Properties
SMILES	[H]/N=C1/NO1.C#C
relative energy (zero: lowest compared OMol25 entry of this formula, charge and spin)	550.39	kJ/mol
HOMO energy	-10.6	eV
maximum force	0.65	eV/A
gap between HOMO and LUMO	11.4060	eV
M	84.1	Da
lowest unoccupied orbital energy	0.85	eV

```
! wB97M-V def2-TZVPD RIJCOSX def2/J DEFGRID3
* xyz 0 1
H -1.893 1.159 -1.390
N -1.376 0.508 -0.807
C -0.258 0.229 -1.283
N 0.870 -0.555 -1.127
O 0.591 0.432 -2.283
H 1.549 -0.062 -0.538
C -0.448 -0.291 1.754
C 0.704 -0.561 1.978
H -1.445 -0.042 1.459
H 1.706 -0.818 2.235
*
```



The following is a quantum chemistry calculation of one molecule with the formula C3H4N2O, from the OMol25 dataset.

Properties
relative energy (zero: lowest compared OMol25 entry of this formula, charge and spin)	377.36	kJ/mol
HOMO energy (alpha / beta)	-8.6 / -8.7	eV
maximum force	1.21	eV/A
gap between HOMO and LUMO (alpha / beta)	6.9173 / 7.3122	eV
M	84.1	Da
lowest unoccupied orbital energy (alpha / beta)	-1.72 / -1.43	eV

```
! wB97M-V def2-TZVPD RIJCOSX def2/J DEFGRID3
* xyz 0 1
N -1.628 0.592 -0.609
C -0.506 0.473 0.180
C 0.524 -0.366 -0.346
C 1.576 -0.639 0.524
N 1.697 -0.001 1.622
O -0.395 1.023 1.295
H -2.455 0.995 -0.198
H -1.792 -0.134 -1.293
H 0.613 -0.586 -1.393
H 2.365 -1.355 0.217
*
```



The following is a quantum chemistry calculation of a 2-piece molecular cluster, C3H4N2O overall, from the OMol25 dataset.

Properties
relative energy (zero: lowest compared OMol25 entry of this formula, charge and spin)	341.52	kJ/mol
HOMO energy	-8.7	eV
maximum force	0.35	eV/A
gap between HOMO and LUMO	9.3317	eV
M	84.1	Da
lowest unoccupied orbital energy	0.60	eV

```
! wB97M-V def2-TZVPD RIJCOSX def2/J DEFGRID3
* xyz 0 1
O 1.796 0.080 1.052
C 0.794 0.130 0.240
C -0.360 0.829 0.671
N -1.460 0.349 -0.084
C -0.963 -0.502 -0.908
N 0.432 -0.664 -0.795
H 0.643 0.406 1.682
H -0.329 1.883 0.934
H -1.519 -1.065 -1.649
H 0.967 -1.445 -1.143
*
```



The following is a quantum chemistry calculation of one molecule with the formula C3H4N2O, from the OMol25 dataset.

Properties
SMILES	[H]/N=C/C=C=NO
relative energy (zero: lowest compared OMol25 entry of this formula, charge and spin)	397.97	kJ/mol
HOMO energy	-9.6	eV
maximum force	0.88	eV/A
gap between HOMO and LUMO	9.5709	eV
M	84.1	Da
lowest unoccupied orbital energy	-0.01	eV

```
! wB97M-V def2-TZVPD RIJCOSX def2/J DEFGRID3
* xyz 0 1
H -0.031 0.860 2.753
N -0.263 0.638 1.784
C 0.761 0.761 1.037
C 0.699 0.475 -0.409
C -0.344 -0.072 -1.001
N -1.340 -0.420 -1.636
O -1.589 -1.775 -1.827
H 1.762 1.041 1.400
H 1.548 0.738 -1.036
H -1.204 -2.246 -1.065
*
```



The following is a quantum chemistry calculation of one molecule with the formula C3H4N2O, from the OMol25 dataset.

Properties
SMILES	N=C=C(N)C=O
relative energy (zero: lowest compared OMol25 entry of this formula, charge and spin)	250.46	kJ/mol
HOMO energy	-8.8	eV
maximum force	1.35	eV/A
gap between HOMO and LUMO	9.2986	eV
M	84.1	Da
lowest unoccupied orbital energy	0.54	eV

```
! wB97M-V def2-TZVPD RIJCOSX def2/J DEFGRID3
* xyz 0 1
N 2.178 0.041 -0.826
C 1.035 -0.025 -0.502
C -0.195 -0.047 0.042
N -0.687 -1.311 0.482
C -0.767 1.273 0.189
O -0.213 2.291 -0.194
H 2.765 -0.545 -1.369
H -0.860 -1.369 1.479
H -1.515 -1.606 -0.023
H -1.740 1.298 0.721
*
```